A molecular structure, C29H43Cl2F5N3NiO4Si at a distorted geometry. Source: OMol25; level of theory: ωB97M-V/def2-TZVPD.

Kohn-Sham gap (alpha / beta) in eV: 4.45 / 5.05
Total energy in hartree: -4813.50973
ΔE to the lowest compared entry with this formula, charge and spin in kJ/mol: 325.7
F_max in hartree/bohr: 0.066
Expectation value of S²: 2.026

The geometry in ORCA input format:
```
! wB97M-V def2-TZVPD RIJCOSX def2/J DEFGRID3
* xyz -1 3
C -3.113 -1.278 -3.978
C -2.216 -2.345 -4.535
H -3.236 -0.456 -4.701
H -2.755 -0.833 -3.040
H -4.104 -1.688 -3.758
C -1.859 -2.394 -5.827
C -2.341 -1.577 -6.989
H -1.174 -3.181 -6.141
H -2.294 -0.491 -6.848
H -3.391 -1.801 -7.245
H -1.720 -1.806 -7.874
Ni -0.463 -2.995 -1.640
Cl 0.141 -3.976 0.203
C 1.037 -2.026 2.869
O 0.318 -1.083 2.533
N 2.387 -1.944 2.969
C 3.065 -0.717 2.584
C 3.207 -3.105 3.272
H 0.636 -3.032 3.092
H 2.442 0.146 2.825
H 3.296 -0.702 1.512
H 4.001 -0.657 3.141
H 2.608 -3.804 3.859
H 4.079 -2.781 3.846
H 3.545 -3.607 2.358
H 1.776 3.874 5.826
H -0.654 3.179 6.576
C 1.366 4.675 5.196
C -0.866 4.186 6.183
N -0.059 4.456 4.995
H 1.846 4.692 4.212
C -0.606 4.628 3.770
O 0.035 4.951 2.761
H -1.931 4.240 5.916
H -1.705 4.455 3.743
H 1.534 5.632 5.712
H -0.650 4.909 6.985
H -2.437 3.957 0.523
H -1.320 2.997 -2.041
C -1.801 4.824 0.264
C -1.015 4.056 -1.962
N -0.701 4.414 -0.594
H -1.387 5.247 1.189
C 0.560 4.211 -0.134
O 1.466 3.730 -0.819
H -0.133 4.217 -2.593
H 0.702 4.511 0.920
H -2.409 5.572 -0.272
H -1.853 4.677 -2.302
O -2.066 -3.390 -2.370
C -1.721 -3.567 -3.694
C 0.687 -2.923 -4.564
C -0.117 -3.776 -3.776
H 0.267 -1.982 -4.911
C 2.013 -3.236 -4.841
H -2.164 -4.492 -4.097
C 0.503 -4.917 -3.170
H 2.599 -2.568 -5.472
C 2.583 -4.368 -4.293
C 1.845 -5.203 -3.458
H -0.074 -5.509 -2.439
H 3.617 -4.629 -4.539
H 2.309 -6.067 -2.990
Si 1.320 -0.747 -1.040
Cl -1.482 1.285 0.739
C 1.313 -0.328 -2.905
C 2.528 -2.233 -0.817
C 1.314 0.720 0.048
H 1.967 -0.933 -3.558
H 1.574 0.705 -3.239
H 0.271 -0.453 -3.311
H 2.271 1.194 0.218
H 0.905 0.342 1.011
H 0.562 1.456 -0.406
H 2.895 -2.579 -1.804
H 2.073 -3.121 -0.350
H 3.383 -2.033 -0.159
F -3.923 0.001 1.805
C -3.015 0.309 2.754
C -1.847 0.976 2.393
C -0.921 1.254 3.415
F 0.245 1.880 3.115
C -1.090 0.809 4.723
F -0.112 0.975 5.661
C -2.271 0.148 5.044
F -2.473 -0.245 6.317
C -3.248 -0.105 4.069
F -4.369 -0.810 4.356
*
```

***

A gas-phase ion, CH2N5S (charge -1) at a distorted geometry. Source: OMol25; level of theory: ωB97M-V/def2-TZVPD.

SMILES: NSc1nnn[n-]1
Kohn-Sham gap in eV: 7.88
Total energy in hartree: -711.28265
ΔE to the lowest compared entry with this formula, charge and spin in kJ/mol: 16.1
F_max in hartree/bohr: 0.060

The geometry in ORCA input format:
```
! wB97M-V def2-TZVPD RIJCOSX def2/J DEFGRID3
* xyz -1 1
C 0.461 -0.472 0.174
N 1.518 1.280 0.593
N 1.738 -0.756 -0.067
N 2.376 0.348 0.218
N 0.302 0.806 0.626
N -2.045 -0.281 -0.454
S -0.940 -1.536 0.119
H -1.599 0.042 -1.426
H -1.811 0.568 0.217
*
```

***

11 unconnected molecules or ions with the total composition C32H65Cl20FN3O2 at a distorted geometry. Source: OMol25; level of theory: ωB97M-V/def2-TZVPD.

Kohn-Sham gap in eV: 8.75
Total energy in hartree: -10876.44083
F_max in hartree/bohr: 0.059

The geometry in ORCA input format:
```
! wB97M-V def2-TZVPD RIJCOSX def2/J DEFGRID3
* xyz 1 1
C 2.337 6.128 2.265
C 3.335 5.544 1.157
C 2.597 5.603 -0.269
C 3.150 4.491 -1.238
O 2.466 4.472 -2.558
N 1.754 3.309 -2.608
C 0.485 3.263 -2.274
N -0.282 4.382 -1.884
C -1.030 4.180 -0.606
C -1.507 2.699 -0.352
O -2.878 2.526 -0.757
C -3.676 2.537 0.461
C -5.225 2.523 0.164
C -0.522 1.620 -0.948
C -1.028 0.143 -0.736
C 0.223 -0.817 -0.994
F -1.400 0.004 0.621
N -0.157 1.951 -2.353
H 1.524 5.405 2.542
H 1.880 7.083 1.886
H 2.935 6.350 3.209
H 4.262 6.170 1.074
H 3.527 4.478 1.459
H 2.725 6.639 -0.710
H 1.498 5.499 -0.047
H 4.245 4.673 -1.399
H 3.002 3.482 -0.773
H 2.287 2.475 -2.925
H 0.269 5.241 -1.820
H -0.448 4.502 0.318
H -1.915 4.887 -0.641
H -1.495 2.547 0.772
H -3.465 3.449 1.098
H -3.449 1.604 1.070
H -5.783 2.922 1.063
H -5.500 3.171 -0.720
H -5.633 1.483 -0.031
H 0.441 1.714 -0.350
H -1.879 -0.143 -1.420
H 0.287 -1.113 -2.081
H 0.239 -1.702 -0.308
H 1.178 -0.239 -0.784
H -0.990 1.994 -2.947
Cl 6.485 -0.488 -4.795
C 5.111 0.224 -5.673
C 4.464 1.350 -4.900
Cl 3.617 0.758 -3.441
H 4.400 -0.573 -5.892
H 5.500 0.601 -6.620
H 3.717 1.847 -5.524
H 5.197 2.094 -4.586
Cl -6.594 -2.651 3.665
C -6.868 -2.443 1.918
C -6.242 -1.170 1.392
Cl -7.072 0.287 1.995
H -7.943 -2.466 1.739
H -6.422 -3.307 1.423
H -6.313 -1.147 0.303
H -5.190 -1.098 1.667
Cl 4.767 -4.673 -2.701
C 5.371 -3.030 -2.365
C 6.508 -3.033 -1.368
Cl 5.965 -3.486 0.268
H 4.532 -2.427 -2.016
H 5.714 -2.619 -3.315
H 6.936 -2.032 -1.293
H 7.299 -3.721 -1.665
Cl 0.734 3.116 -5.057
C 0.239 2.793 -6.740
C 0.599 1.390 -7.174
Cl 2.360 1.166 -7.330
H 0.704 3.544 -7.378
H -0.842 2.929 -6.785
H 0.165 1.183 -8.153
H 0.225 0.644 -6.472
Cl -6.215 -6.610 6.993
C -7.126 -5.281 6.232
C -8.559 -5.665 5.936
Cl -8.674 -6.881 4.638
H -6.596 -4.983 5.327
H -7.105 -4.443 6.930
H -9.114 -4.789 5.599
H -9.056 -6.066 6.819
Cl -4.735 1.209 -3.589
C -6.333 0.521 -3.981
C -7.453 1.246 -3.269
Cl -7.426 0.958 -1.512
H -6.316 -0.539 -3.727
H -6.461 0.611 -5.061
H -8.417 0.889 -3.635
H -7.405 2.322 -3.436
Cl 7.679 -3.827 -6.459
C 7.326 -3.638 -8.195
C 7.962 -2.393 -8.774
Cl 7.206 -0.902 -8.154
H 6.244 -3.630 -8.321
H 7.722 -4.522 -8.697
H 7.839 -2.384 -9.858
H 9.028 -2.348 -8.553
Cl -3.062 -5.059 4.191
C -1.940 -5.038 5.575
C -2.670 -4.947 6.898
Cl -3.451 -3.360 7.126
H -1.250 -4.205 5.440
H -1.367 -5.965 5.530
H -1.966 -5.075 7.720
H -3.437 -5.717 6.986
Cl -3.298 -8.650 8.257
C -1.737 -9.360 8.737
C -0.681 -8.294 8.914
Cl -0.233 -7.550 7.358
H -1.449 -10.092 7.983
H -1.898 -9.887 9.678
H 0.226 -8.731 9.334
H -1.017 -7.503 9.584
Cl 6.946 4.646 3.789
C 6.859 5.847 5.102
C 5.568 6.635 5.069
Cl 5.484 7.727 3.663
H 7.728 6.500 5.022
H 6.932 5.296 6.040
H 5.491 7.259 5.960
H 4.699 5.977 5.039
*
```